Below is C29H25ClPRhS as an isolated structure at a distorted geometry, with properties calculated with the ωB97M-V functional and the def2-TZVPD basis.

XYZ file:
```
58
Properties=species:S:1:pos:R:3:forces:R:3
C 1.441873 1.412621 3.212571 1.722 3.230 0.956
C 1.011205 1.798913 1.900152 0.970 2.293 -0.898
C -0.423962 1.903853 1.907021 -0.178 4.053 -0.179
H 1.662129 1.913774 1.035565 -0.232 0.034 0.278
C -0.864885 1.661419 3.249402 -1.268 2.418 0.656
C 0.284568 1.368981 4.052333 0.419 1.593 1.989
H 0.284967 1.157663 5.121187 -0.067 0.018 -0.396
H 2.471771 1.269535 3.530609 -0.316 0.011 -0.150
H -1.051196 2.126861 1.050916 0.135 -0.092 0.148
H -1.894108 1.654228 3.601106 0.324 0.022 -0.143
Rh 0.138349 0.100708 2.500971 -2.271 -13.453 -2.803
Cl -1.631094 -1.071707 1.270759 0.131 -0.058 0.666
P -0.782824 -0.075730 -1.510112 0.039 0.222 -1.130
C -2.095291 1.016586 -2.216311 -0.178 0.295 0.189
C -1.944753 1.820284 -3.360004 -0.348 -0.127 0.227
H -0.996275 1.844584 -3.899738 -0.278 -0.058 0.168
C -3.019946 2.590581 -3.816604 -0.028 -0.079 0.214
H -2.898108 3.202627 -4.712330 -0.063 -0.150 0.269
C -4.239637 2.576355 -3.132610 0.145 -0.178 0.081
H -5.075566 3.180603 -3.491687 0.257 -0.201 0.104
C -4.386982 1.789432 -1.982007 0.108 0.071 -0.143
H -5.338988 1.768435 -1.449371 0.258 0.064 -0.138
C -3.316867 1.028819 -1.511931 0.220 0.162 -0.424
H -3.408275 0.433537 -0.600107 -0.038 0.129 -0.258
C 0.645917 0.455696 -2.550866 0.301 0.106 0.056
C 1.358964 1.581268 -2.079080 -0.034 -0.468 -0.528
H 1.032454 2.078973 -1.162037 0.098 -0.138 -0.270
C 2.458752 2.056195 -2.790342 -0.033 -0.062 -0.122
H 3.002480 2.928672 -2.423449 -0.120 -0.241 -0.135
C 2.863539 1.419367 -3.972370 -0.191 -0.066 0.114
H 3.724840 1.796909 -4.527592 -0.270 -0.117 0.175
C 2.165353 0.300495 -4.436612 -0.010 0.105 0.227
H 2.472495 -0.198108 -5.357681 -0.039 0.157 0.264
C 1.066417 -0.192583 -3.722991 0.167 0.409 0.152
H 0.536857 -1.074883 -4.086989 0.119 0.284 0.127
C -1.223656 -1.662543 -2.349226 -0.065 -0.362 0.285
C -2.177488 -1.804360 -3.371619 0.336 -0.231 0.160
H -2.738174 -0.939084 -3.730295 0.204 -0.233 0.114
C -2.406906 -3.062997 -3.940219 0.111 0.008 0.184
H -3.139902 -3.162675 -4.743102 0.200 0.000 0.245
C -1.705754 -4.183896 -3.485677 0.111 0.213 0.099
H -1.890100 -5.164309 -3.930227 0.059 0.314 0.127
C -0.768608 -4.049524 -2.452296 -0.106 0.096 -0.115
H -0.212844 -4.917991 -2.095633 -0.211 0.199 -0.087
C -0.542196 -2.802144 -1.872968 -0.340 0.195 -0.381
H 0.156357 -2.692990 -1.040580 -0.154 -0.062 -0.238
S 1.389392 -1.933168 3.107428 0.011 -0.323 -0.609
C 2.076322 -1.477878 4.615247 0.646 0.161 1.381
C 1.312407 -1.540552 5.797049 0.263 0.136 -0.443
C 1.878202 -1.147269 7.005111 0.235 -0.023 -0.129
C 3.202931 -0.698288 7.048111 -0.048 0.054 -0.073
C 3.961474 -0.627929 5.874545 -0.203 -0.025 0.123
C 3.410308 -1.024944 4.662168 -0.543 -0.284 -0.036
H 0.285293 -1.894602 5.725558 0.175 0.126 0.171
H 1.277807 -1.188776 7.913102 0.191 -0.007 -0.183
H 3.643306 -0.395111 7.998968 -0.134 -0.072 -0.284
H 4.986189 -0.259358 5.895382 -0.229 -0.112 0.068
H 3.971468 -0.994572 3.729399 0.046 0.047 0.278
```
Positions in Å, forces in eV/Å.

As for the total charge: 0. The spin multiplicity is 5. The orbital gap (spin up / spin down) is 6.49 / 4.42 eV. Its HOMO energy (spin up / spin down) is -5.87 / -7.59 eV. The LUMO energy (spin up / spin down) comes out at 0.619 / -3.174 eV.


Below is C29H25ClPSW as an isolated structure at a distorted geometry, with properties calculated with the ωB97M-V functional and the def2-TZVPD basis.

XYZ file:
```
58
Properties=species:S:1:pos:R:3:forces:R:3
C -0.787204 -1.476262 3.267188 0.449 -1.752 0.377
C -0.683463 -1.975808 1.930359 -0.097 -1.053 0.680
C 0.710601 -2.183032 1.641026 -0.104 -0.621 0.269
H -1.520676 -2.282322 1.317215 0.132 0.228 -0.071
C 1.466054 -1.764036 2.778417 -0.721 -1.100 0.114
C 0.554532 -1.311980 3.777992 -0.497 -1.324 0.468
H 0.810926 -1.058161 4.798284 -0.063 0.323 -0.235
H -1.705333 -1.380687 3.833614 0.192 0.465 -0.138
H 1.102127 -2.659017 0.751425 -0.003 0.359 -0.058
H 2.537549 -1.838926 2.906065 -0.113 0.321 -0.208
W 0.263590 0.001955 2.061971 1.117 3.772 -1.011
Cl 2.293462 0.811665 1.510413 0.457 0.198 -0.251
P 0.407288 0.178321 -1.676566 -0.365 0.104 -1.036
C 1.499409 -0.879011 -2.724340 0.502 -0.455 0.361
C 1.069650 -1.595507 -3.855896 0.223 0.134 0.214
H 0.026432 -1.551350 -4.173606 0.307 -0.006 0.114
C 1.981368 -2.364748 -4.587641 0.134 0.098 0.170
H 1.636585 -2.911370 -5.467512 0.116 0.162 0.275
C 3.323702 -2.433361 -4.198921 -0.216 0.195 0.160
H 4.031992 -3.036891 -4.771604 -0.247 0.222 0.198
C 3.754743 -1.726360 -3.068344 -0.053 -0.031 -0.073
H 4.801897 -1.771117 -2.763107 -0.312 -0.012 -0.094
C 2.852203 -0.964310 -2.325980 -0.401 -0.172 -0.370
H 3.185443 -0.424896 -1.436050 -0.035 -0.125 -0.250
C -1.232674 -0.251173 -2.395153 -0.477 -0.206 0.319
C -1.868435 -1.392779 -1.858683 -0.123 0.530 -0.481
H -1.370548 -1.971707 -1.077198 -0.121 0.127 -0.198
C -3.117246 -1.787013 -2.336925 0.012 0.009 -0.062
H -3.598312 -2.672538 -1.917588 0.101 0.249 -0.158
C -3.751856 -1.055073 -3.349460 0.269 0.116 0.082
H -4.730188 -1.368619 -3.721456 0.346 0.110 0.136
C -3.127234 0.079175 -3.879167 0.025 -0.186 0.165
H -3.612211 0.654100 -4.670044 0.123 -0.182 0.248
C -1.876626 0.487363 -3.402463 0.013 -0.334 0.199
H -1.402381 1.374777 -3.824980 -0.126 -0.264 0.155
C 0.697102 1.817924 -2.467819 0.140 0.580 0.465
C 1.407443 2.015190 -3.665065 -0.201 0.099 0.245
H 1.834718 1.165444 -4.200501 -0.132 0.245 0.180
C 1.565055 3.306297 -4.181655 -0.132 0.029 0.195
H 2.112423 3.446658 -5.115560 -0.161 -0.033 0.293
C 1.026739 4.409511 -3.510279 -0.049 -0.324 0.100
H 1.154161 5.416188 -3.915283 -0.046 -0.355 0.143
C 0.325905 4.217287 -2.312487 0.003 -0.008 -0.072
H -0.099661 5.073301 -1.785750 0.153 -0.237 -0.157
C 0.169059 2.935864 -1.785216 0.335 -0.199 -0.522
H -0.366042 2.786945 -0.844285 0.115 0.095 -0.226
S -0.583868 1.610189 3.459208 -0.565 0.342 -0.228
C -0.885773 1.107695 5.154510 -0.048 -0.489 0.661
C 0.130818 1.108549 6.127378 -0.267 -0.059 -0.397
C -0.138639 0.628480 7.412302 -0.233 0.055 -0.084
C -1.419503 0.171660 7.743635 0.032 0.018 -0.351
C -2.436238 0.196778 6.781053 0.171 0.085 0.099
C -2.179000 0.679646 5.498671 0.406 0.051 -0.196
H 1.121209 1.470332 5.852105 -0.170 -0.116 0.158
H 0.654049 0.601910 8.160775 -0.203 0.079 -0.235
H -1.623741 -0.211451 8.744584 0.072 0.132 -0.315
H -3.435361 -0.167187 7.023024 0.276 0.153 -0.023
H -2.956001 0.713497 4.735363 0.061 -0.044 0.256
```
Positions in Å, forces in eV/Å.

As for the total charge: +1. The spin multiplicity is 3. The orbital gap (spin up / spin down) is 5.95 / 6.14 eV. Its HOMO energy (spin up / spin down) is -10.81 / -10.93 eV. The LUMO energy (spin up / spin down) comes out at -4.864 / -4.790 eV.


Below is C29H25N5O3 in the gas phase at a distorted geometry, with properties calculated with the ωB97M-V functional and the def2-TZVPD basis.

XYZ file:
```
62
Properties=species:S:1:pos:R:3:forces:R:3
O -1.424760 1.704031 -0.593074 -0.140 -0.110 0.007
C -0.424195 2.358891 -0.378236 0.237 -0.025 0.267
C 0.473282 1.990652 0.812242 -0.065 -0.002 -0.065
N 0.541444 0.541058 0.863828 0.062 0.379 0.051
C -0.166495 -0.107896 1.875899 0.033 -0.303 0.083
O -0.685086 0.505090 2.790799 -0.169 0.041 0.126
C -0.147565 -1.523786 1.677724 0.446 -0.140 -0.688
C 0.524216 -2.120924 0.619946 -0.851 0.164 1.171
N 0.389044 -3.464510 0.671099 0.323 -0.026 -0.521
C -0.356581 -3.682776 1.733834 -0.024 0.156 0.136
N -0.702819 -2.561331 2.387828 0.482 -0.094 -0.185
C -1.591227 -2.434189 3.521231 -0.517 0.021 0.302
C -3.026214 -2.468165 3.051714 0.009 0.000 0.135
C -3.772240 -3.635505 3.130556 0.051 0.071 0.045
C -5.072142 -3.665520 2.655907 -0.072 -0.087 -0.029
C -5.629656 -2.531659 2.090448 -0.077 -0.030 -0.015
C -4.887077 -1.365656 2.005486 -0.012 0.037 -0.041
C -3.589917 -1.332147 2.484697 -0.002 -0.010 0.036
N 1.197362 -1.392215 -0.309975 -0.101 0.111 -0.219
C 1.937809 -2.054359 -1.375994 0.202 -0.010 -0.152
C 3.323823 -2.403050 -0.899454 -0.012 -0.039 -0.086
C 3.556295 -3.611635 -0.256090 0.010 -0.024 -0.056
C 4.820282 -3.914466 0.219005 0.040 -0.061 0.046
C 5.857986 -3.011469 0.058706 0.073 -0.016 0.047
C 5.627861 -1.801168 -0.573492 0.070 0.048 0.006
C 4.364610 -1.496200 -1.049473 -0.020 0.003 -0.039
C 1.203885 -0.024474 -0.218200 0.050 -0.284 0.068
O 1.771690 0.679305 -1.029794 0.142 0.232 -0.252
N -0.048302 3.424315 -1.119493 -0.132 0.082 0.025
C 1.218610 4.140144 -0.974710 0.567 0.023 0.275
C 1.221909 5.227297 -2.062939 0.000 0.075 0.006
C -0.057774 4.981688 -2.804108 -0.094 -0.166 0.072
C -0.567242 5.640977 -3.900688 -0.028 -0.101 0.074
C -1.791816 5.235032 -4.415232 -0.056 0.080 -0.129
C -2.482149 4.186770 -3.831606 0.027 0.075 -0.051
C -1.977095 3.515990 -2.726824 -0.137 -0.188 0.082
C -0.755867 3.924823 -2.220288 -0.198 0.305 -0.431
H 1.481782 2.392555 0.739382 -0.134 0.009 0.030
H -0.009437 2.318179 1.737609 0.100 0.005 -0.178
H -0.652943 -4.661449 2.054644 -0.154 -0.178 0.174
H -1.390698 -3.253956 4.216295 0.013 0.121 -0.061
H -1.374159 -1.476936 4.000864 0.047 -0.205 -0.011
H -3.339253 -4.523058 3.570831 0.050 -0.091 0.061
H -5.648390 -4.576367 2.725609 -0.052 -0.068 0.003
H -6.642706 -2.557122 1.717197 -0.081 0.000 -0.026
H -5.317419 -0.479292 1.564590 -0.039 0.081 -0.039
H -3.011756 -0.422535 2.424659 0.091 0.133 0.002
H 1.380953 -2.954335 -1.641602 0.041 0.119 -0.052
H 1.978991 -1.360517 -2.218152 -0.076 -0.173 0.095
H 2.739397 -4.305700 -0.124770 -0.064 -0.072 0.000
H 4.996607 -4.857471 0.715593 0.014 -0.078 0.035
H 6.844738 -3.249733 0.428175 0.075 -0.019 0.026
H 6.434601 -1.093309 -0.696011 0.063 0.055 -0.016
H 4.176730 -0.550095 -1.535179 -0.029 0.100 -0.065
H 1.288782 4.578843 0.024416 0.073 -0.062 -0.099
H 2.042838 3.435504 -1.118979 -0.050 0.086 0.093
H 2.085753 5.134888 -2.722484 0.021 0.011 0.066
H 1.237106 6.230161 -1.631711 0.050 -0.035 0.005
H -0.022937 6.458225 -4.350286 0.055 0.088 -0.052
H -2.205327 5.740929 -5.274645 -0.046 0.038 -0.077
H -3.433276 3.880604 -4.240839 -0.079 -0.031 -0.032
H -2.513863 2.699025 -2.276482 -0.003 -0.021 0.014
```
Positions in Å, forces in eV/Å.

As for the total charge: 0. The orbital gap is 8.80 eV. The energy above the lowest of the compared OMol25 structures with the same formula, charge and spin is 0.0 kJ/mol. As for the SMILES: O=C(Cn1c(=O)c2c(ncn2Cc2ccccc2)n(Cc2ccccc2)c1=O)N1CCc2ccccc21. Its HOMO energy is -8.13 eV. The LUMO energy comes out at 0.672 eV.


E per entry: -2430.16353; -2386.65164; -1619.71130 Eh